DFT (ωB97M-V/def2-TZVPD) results for a single C7H12O3 molecule.

Positions of all 22 atoms, in Å:
1 C -2.46835 1.08505 0.38734
2 O -1.51966 0.97921 -0.65407
3 C -0.61413 -0.02862 -0.48842
4 C -0.80100 -1.38393 0.24505
5 C 0.69352 -1.34176 -0.18832
6 C 0.21641 -0.83475 -1.56729
7 C 0.72891 0.16015 0.23999
8 C 1.76958 1.15182 -0.26237
9 O 3.06427 0.63562 -0.03941
10 H -3.29215 0.36906 0.24210
11 H -1.99979 0.89804 1.36618
12 H -2.86540 2.10560 0.36630
13 H -1.04273 -1.35147 1.31438
14 H -1.41392 -2.13188 -0.27337
15 H 1.46498 -2.09084 0.01244
16 H -0.37635 -1.55583 -2.14359
17 H 0.93164 -0.32993 -2.22323
18 H 1.67373 1.38344 -1.32731
19 H 1.62472 2.08889 0.30512
20 H 3.01886 0.16867 0.83863
21 O 0.72981 0.40372 1.67867
22 H 0.47705 -0.38030 2.17117

Output
- Energy relative to the best compared isomer or geometry (same formula, charge and spin): 288.7 kJ/mol
- E_tot: -499.53654 Ha
- Frontier orbital gap: 9.97 eV
- E_HOMO: -0.34170 Eh

Atom charges from the natural (NBO) analysis, given in e for atoms 1 to 5:
1 C -0.249
2 O -0.513
3 C 0.264
4 C -0.430
5 C -0.239